No. 1
Entry from the Open Molecules 2025 dataset: a molecular structure, C56H40Cl4N2O3P3TeTi (the ωB97M-V functional and the def2-TZVPD basis).

Geometry as XYZ:
```
110
Properties=species:S:1:pos:R:3:forces:R:3
C -3.260 1.346 -2.141 0.1 -0.1 0.0
H -6.328 5.996 1.863 0.0 0.0 0.0
C 1.278 2.068 -0.065 -0.1 -0.2 0.1
C 1.001 -2.043 -5.371 0.0 0.1 0.0
C 0.062 -0.977 -2.929 0.1 -0.1 -0.1
H 4.785 -5.186 2.488 0.0 0.0 0.0
C -1.114 -5.368 0.812 0.0 0.0 0.0
C -2.981 2.285 0.848 0.1 -0.6 0.0
H -4.627 4.245 1.363 0.0 0.0 0.0
C 4.540 -3.540 1.134 0.1 0.0 -0.1
Cl -1.290 -3.224 -2.338 0.0 0.0 0.0
C 0.451 6.144 2.592 0.0 0.0 0.0
C -8.107 3.393 2.579 0.0 0.0 0.0
C -3.040 5.830 -1.988 0.0 0.0 0.0
H 2.800 -3.409 7.799 0.0 0.0 0.0
C -0.676 5.510 -2.275 0.0 0.0 0.0
P 0.593 -2.693 3.471 0.0 -0.1 0.0
H 0.302 5.892 -2.543 0.0 0.0 0.0
C 0.484 -5.516 6.524 0.0 0.0 0.0
C -2.448 -5.306 1.183 0.0 0.0 0.0
C -1.793 6.325 -2.362 0.0 0.0 0.0
C -2.592 0.897 6.129 0.0 0.0 0.0
C 1.385 -0.768 -4.994 0.0 0.0 0.0
H -7.553 1.330 2.485 0.0 0.0 0.0
H -1.491 1.504 -3.351 0.0 0.0 0.0
H 0.873 -4.668 1.185 0.0 0.0 0.0
C 0.924 -0.258 -3.796 -0.1 -0.1 0.2
C 2.993 -4.082 2.884 0.0 0.0 0.1
C -3.156 4.529 -1.529 0.0 0.0 0.0
H -4.120 4.145 -1.212 0.0 0.0 0.0
C -1.350 4.845 1.666 -0.1 0.0 0.0
C -3.055 2.093 5.589 0.0 0.0 0.0
Te -4.540 1.073 1.479 -0.2 0.2 0.0
C -0.752 6.077 1.905 0.0 0.0 0.0
H 2.350 -2.262 5.669 0.0 0.0 0.0
H -1.697 7.347 -2.710 0.0 0.0 0.0
C -1.794 0.055 5.367 0.0 0.0 0.0
H -6.225 0.144 -3.256 0.0 0.0 0.0
H -0.052 -6.428 6.762 0.0 0.0 0.0
H 1.592 -5.500 8.364 0.0 0.0 0.0
H 2.009 5.018 3.551 0.0 0.0 0.0
C 2.169 -3.006 2.549 0.1 0.2 -0.2
C 1.712 -1.098 0.899 -0.3 0.2 0.2
C 1.405 -5.000 7.421 0.0 0.0 0.0
C -0.542 -3.800 2.551 0.0 0.1 0.0
H -3.681 2.750 6.181 0.0 0.0 0.0
H -0.811 -5.976 -0.032 0.0 0.0 0.0
C -0.272 -2.278 -3.371 0.0 0.1 0.0
C -4.457 0.315 -4.456 0.0 0.0 0.0
H -3.917 6.463 -2.049 0.0 0.0 0.0
C -3.123 0.706 -4.476 0.0 0.0 0.0
C -2.719 2.443 4.292 0.0 0.0 0.0
C -5.621 3.978 1.711 0.1 -0.1 0.0
C -6.571 4.944 1.990 -0.1 0.0 0.0
H -4.919 -0.096 -5.346 0.0 0.0 0.0
C -2.035 3.702 -1.441 0.0 0.0 0.0
C -5.938 2.632 1.876 0.0 0.1 0.0
C 4.168 -4.344 2.196 0.0 0.0 0.1
Cl 1.406 1.323 -3.291 0.1 0.1 -0.1
C 2.082 -3.828 7.104 0.0 0.0 0.0
H -5.176 1.036 -1.229 0.0 0.0 0.0
C 3.722 -2.493 0.757 -0.1 0.1 -0.1
C 1.830 -3.185 5.903 0.0 0.0 0.0
H 0.089 3.585 -1.713 0.0 0.0 0.0
H -3.880 -4.398 2.502 0.0 0.0 0.0
C -0.749 3.673 2.106 0.0 0.0 0.1
O 1.781 -0.818 -0.319 -0.3 -0.2 0.0
C 2.546 -2.210 1.448 0.3 -0.4 0.2
H -2.531 0.599 -5.378 0.0 0.0 0.0
C -5.185 0.447 -3.286 0.0 0.0 0.0
H 2.037 -0.174 -5.617 0.0 0.0 0.0
H 5.456 -3.741 0.590 0.0 0.0 0.0
C 0.466 3.748 2.784 0.0 0.0 0.0
O 0.903 -0.494 1.660 0.0 0.0 -0.1
C -0.795 4.201 -1.818 0.0 0.0 0.0
C -1.890 -3.726 2.901 0.0 0.0 0.0
H -2.290 4.780 1.131 0.0 0.0 0.0
H 0.924 7.103 2.771 0.0 0.0 0.0
H -3.191 -5.871 0.633 0.0 0.0 0.0
H -2.855 0.624 7.144 0.0 0.0 0.0
H 0.960 2.834 3.095 0.0 0.0 0.0
Cl 1.568 -2.704 -6.888 0.0 0.0 -0.1
N 2.054 2.929 -0.092 0.0 0.0 0.0
N -7.809 4.683 2.419 0.0 0.0 0.0
H -9.114 3.179 2.930 0.0 0.0 0.0
C -4.593 0.955 -2.134 0.0 0.1 0.0
H -2.203 -3.029 3.670 0.0 0.0 0.0
H 3.959 -1.872 -0.097 0.0 0.0 0.0
H -1.426 -0.876 5.783 0.0 0.0 0.0
C 0.918 -3.705 4.980 0.0 -0.1 0.0
C -2.536 1.215 -3.332 0.0 0.0 0.0
Cl -2.041 -1.062 0.832 0.3 0.1 -0.1
C 0.177 -2.806 -4.566 0.0 0.0 0.0
C -1.927 1.595 3.520 0.1 -0.1 0.0
O -0.418 -0.496 -1.840 0.1 0.6 0.5
C 1.058 4.975 3.033 0.0 -0.1 0.0
P -2.234 1.999 -0.757 0.1 -0.1 -0.2
H -0.115 -3.805 -4.858 0.0 0.0 0.0
C 0.244 -4.878 5.312 0.1 0.0 0.0
C -2.834 -4.486 2.235 0.0 0.0 0.0
H -1.227 6.982 1.543 0.0 0.0 0.0
H -0.469 -5.300 4.615 0.0 0.0 0.0
H -0.858 -0.257 3.455 0.0 0.0 0.0
C -0.163 -4.623 1.497 0.0 0.0 0.0
C -1.464 0.403 4.062 0.0 0.0 0.0
H 2.713 -4.734 3.700 0.0 0.0 0.0
Ti -0.137 0.341 -0.036 -0.3 0.1 -0.4
H -3.079 3.373 3.865 0.0 0.0 0.0
P -1.468 2.006 1.799 0.1 0.2 -0.1
C -7.228 2.354 2.327 0.0 0.0 0.0
```
Positions in Å, forces in eV/Å.

Properties
energy above the lowest of the compared OMol25 structures with the same formula, charge and spin = 0.0 kJ/mol
spin multiplicity = 2
charge = -2
orbital gap (spin up / spin down) = 6.08 / 6.12 eV

Mulliken population analysis, charges in e, atoms 1 to 4:
1 C 1.424
2 H 0.367
3 C 0.172
4 C 0.507

=====

No. 2
Entry from the Open Molecules 2025 dataset: a molecular structure, C56H41Br4CdN13O3S (the ωB97M-V functional and the def2-TZVPD basis).

Geometry as XYZ:
```
119
Properties=species:S:1:pos:R:3:forces:R:3
H 1.692 7.039 -1.085 -0.5 -1.0 0.4
C 3.917 2.891 3.785 -0.2 -0.2 -0.2
H 5.976 2.352 4.399 -0.4 0.2 -0.3
N 0.084 -3.261 2.028 0.1 0.7 0.4
H 3.003 4.606 -5.113 0.0 0.3 -0.3
O -2.188 1.530 -0.293 -0.1 -0.6 -0.3
C 2.310 -5.044 0.966 0.6 -0.6 0.8
C -2.596 -2.153 6.367 -0.4 0.4 -1.4
C 1.287 1.454 -4.344 0.5 0.0 -0.4
H 0.212 -3.476 4.942 -0.1 0.1 0.0
C -3.117 -1.829 2.526 1.3 0.8 -0.9
C -3.232 -1.577 -3.044 1.6 -0.8 -0.5
O -0.989 0.444 1.865 -0.1 -1.7 -0.6
N -4.201 -1.173 2.145 -0.7 -0.4 0.2
C -1.929 3.641 3.253 -0.6 0.6 -1.5
N 3.405 1.558 3.931 -0.5 -1.6 0.1
C 1.635 -3.965 -1.087 -0.6 0.9 -0.2
H -3.130 -2.046 7.327 0.5 0.2 -0.6
N -0.054 0.740 -2.100 0.3 0.8 0.8
Br -2.798 6.114 2.018 0.2 0.3 0.5
C -3.584 -1.711 -5.661 -0.8 0.4 -0.2
C -6.048 -0.487 -0.901 1.0 -0.7 1.5
C 0.513 -3.221 0.768 -1.1 1.1 -0.8
C -0.945 -2.594 -5.703 0.9 -0.4 -1.1
H 3.717 -6.645 0.743 -0.2 0.2 -0.4
H 5.669 2.337 2.613 -0.2 0.0 0.5
H 1.770 0.175 -1.298 0.1 -0.5 0.4
C 1.582 -4.073 0.323 -0.2 -0.3 -1.5
C 3.128 -5.894 0.206 0.2 0.4 0.7
H 3.977 -6.274 -1.736 0.2 -0.5 -0.3
H -0.811 -3.046 7.184 -0.1 -0.2 0.0
C -1.626 -2.399 -6.907 -0.2 0.1 0.1
C -1.548 1.574 1.969 0.4 0.9 -0.2
C -1.348 -2.787 6.278 -0.6 0.3 -0.5
H -9.099 0.271 1.331 -0.1 -0.1 -0.3
N 4.204 2.381 -4.344 1.7 -0.6 -1.9
H 0.441 5.691 -1.227 0.8 0.3 0.3
H 2.243 -5.087 2.072 0.1 -0.3 -0.8
C -8.274 0.028 0.668 1.1 0.6 1.0
C 3.749 3.144 -2.093 -1.6 2.5 -1.9
C 4.288 0.987 -4.260 -1.9 -0.6 1.3
C -0.662 1.554 -2.982 0.2 -0.7 0.6
Br -3.486 4.348 -0.562 0.2 -0.3 -0.4
C 2.457 5.168 -1.751 -0.2 0.2 -2.4
C 2.533 5.458 -3.159 0.0 -1.0 1.1
H 3.370 -1.376 2.827 -0.2 -0.3 -0.4
H 3.389 3.354 2.946 0.3 0.1 -0.1
C 1.958 0.704 -3.367 -1.2 1.9 -0.2
H 3.246 -0.902 5.595 0.8 0.2 -0.1
C 0.022 1.971 -4.105 0.0 0.8 -0.7
C -2.326 4.272 2.062 -0.1 0.3 1.2
C -6.999 -0.086 1.275 -1.1 -0.5 1.1
N 3.295 0.316 -3.500 0.8 -0.4 -0.5
C 3.966 -1.062 4.765 -0.7 0.0 0.1
H 4.625 -2.947 3.769 0.1 0.5 0.6
H 2.606 -4.687 -2.920 -0.3 0.3 0.7
H -4.182 -1.136 5.156 0.6 -0.4 0.3
C -4.715 -0.980 -1.337 0.3 0.0 -1.0
N -4.462 -1.182 -2.649 1.1 0.2 1.6
H -1.095 -2.537 -7.857 -0.3 -0.1 0.4
H 2.102 6.355 -3.567 -0.3 0.3 0.1
C -3.224 -1.691 5.153 -1.5 -0.2 2.0
C 2.513 -4.737 -1.819 0.2 -0.6 -1.3
H 3.356 -0.709 -3.552 0.6 0.8 0.0
C -8.391 -0.019 -0.703 0.9 0.0 -0.5
H 0.097 -2.942 -5.704 -0.4 0.2 0.0
C -4.595 -0.956 0.889 1.3 -0.4 -0.9
C -1.040 -2.702 2.446 -1.6 -0.3 -0.1
N -2.107 -2.268 1.710 0.1 0.3 0.1
C 3.620 3.360 -3.509 0.8 -1.0 2.3
H 1.648 5.644 0.119 -0.4 0.4 -0.1
C 4.314 -2.556 4.765 -0.2 -0.2 -0.2
H -7.366 -0.093 -2.572 0.2 -0.3 -0.5
N -2.087 -1.846 -2.333 -0.1 0.2 0.6
C -2.719 -2.020 3.940 1.8 -0.5 -1.1
C -0.771 -3.018 5.018 0.0 0.4 -0.1
H 3.016 1.282 4.847 0.3 0.2 -1.1
H 5.754 3.851 3.475 0.5 0.5 0.0
C -1.555 -2.332 -4.507 -0.6 0.5 1.0
C 3.125 4.057 -1.256 -0.3 0.4 -0.2
H 3.432 -3.162 5.036 0.4 0.3 0.0
C -1.059 -2.336 -3.117 -1.3 0.9 0.4
C 0.567 -3.017 -1.492 -0.7 1.2 1.8
H 5.114 -2.703 5.509 -0.3 -0.3 -0.3
C -2.969 -1.963 -6.887 0.8 -0.2 0.4
H 3.108 3.923 -0.187 0.0 -0.4 0.2
C 3.473 0.584 2.973 -0.1 0.0 0.7
H 4.983 2.710 -4.948 -1.0 -0.3 0.6
H -3.493 -1.796 -7.826 0.0 0.0 0.2
C 3.055 4.521 -4.044 0.4 -0.7 1.2
N -3.890 -1.222 -0.255 -1.3 0.4 -0.1
N 3.263 -0.676 3.536 0.6 0.5 -0.9
H 4.874 -0.442 4.873 -0.4 -0.2 0.2
O 5.136 0.307 -4.794 0.7 0.6 -0.5
S 3.809 0.807 1.314 -0.4 -0.1 1.4
Br -1.194 1.310 4.766 0.2 0.0 -0.2
H -9.332 0.114 -1.191 -0.5 0.1 -0.1
C -2.892 -1.864 -4.456 0.0 -0.1 -0.7
H 4.200 2.334 -1.622 0.9 -1.5 0.1
H -4.610 -1.315 -5.685 0.4 -0.3 0.3
C -1.629 2.265 3.166 0.1 0.5 0.9
H 3.596 3.444 4.680 0.4 -0.1 -0.2
H 1.827 1.707 -5.268 -0.3 -0.1 0.4
C 1.269 0.530 -2.178 -1.1 -0.5 -0.8
Cd -1.516 -0.829 -0.144 -0.4 1.2 0.1
N 0.145 -2.759 -2.728 0.0 -0.9 0.1
C 1.490 5.940 -0.926 0.1 0.9 0.1
C -5.924 -0.484 0.529 -0.8 0.6 -1.3
H -0.403 2.768 -4.754 0.3 -0.9 0.3
C -2.088 2.233 0.767 -0.3 0.1 -0.4
C 5.426 2.831 3.567 0.0 0.4 0.0
Br -1.775 4.639 4.869 0.0 -0.2 -0.2
H -6.904 0.027 2.365 0.0 -0.1 -0.5
H -1.673 1.906 -2.732 0.4 -0.5 0.0
C 3.254 -5.716 -1.183 -0.2 0.5 1.1
C -1.441 -2.617 3.861 0.4 -0.5 1.2
N -0.012 -2.517 -0.291 0.9 -1.7 -0.7
C -2.477 3.588 0.850 0.2 -1.2 0.6
C -7.254 -0.195 -1.513 -0.2 -0.1 0.7
```
Positions in Å, forces in eV/Å.

Properties
charge = -2
orbital gap (spin up / spin down) = 4.26 / 4.26 eV

Mulliken population analysis, charges in e, atoms 1 to 4:
1 H 0.356
2 C -0.496
3 H 0.259
4 N -0.528

=====

- Which value of charge does entry 2 give?
  -2